[1]
A molecular structure, C7H10CdF5NOTe in a non-equilibrium geometry. Source: OMol25; level of theory: the ωB97M-V functional and the def2-TZVPD basis.

Element x y z (Å)
C1 1.392 -2.406 1.086
C2 0.216 -2.561 1.772
C3 -0.491 -1.235 1.835
C4 0.295 -0.400 0.806
C5 1.483 -1.041 0.597
Cd1 -0.938 0.522 -0.710
N1 3.032 0.800 -1.205
C6 -1.802 0.021 -2.408
C7 -2.655 -0.784 -1.626
H1 -0.382 -0.723 2.807
H2 -0.186 -3.468 2.227
H3 0.506 1.430 1.047
H4 2.394 -0.669 0.111
H5 2.177 -3.137 0.928
H6 -2.416 -1.838 -1.461
H7 -2.192 0.957 -2.843
H8 3.282 1.414 -2.022
H9 -3.658 -0.473 -1.311
H10 -0.998 -0.467 -2.987
F1 -1.346 1.908 2.515
Te1 -1.061 3.404 1.251
F2 -2.326 2.358 -0.015
F3 0.387 4.060 2.395
F4 -1.876 -1.372 1.547
F5 -0.445 4.465 -0.284
O1 0.267 2.198 0.448

Total charge ... -2
E_HOMO (spin up / spin down) ... 0.021 / 0.051 Eh
F_max ... 3.94 eV Å⁻¹
Relative energy (zero: lowest compared OMol25 entry of this formula, charge and spin) ... 73.8 kcal/mol
HOMO-LUMO gap (spin up / spin down) ... 4.2 / 3.4 eV
E_LUMO (spin up / spin down) ... 4.76 / 4.76 eV
2S+1 ... 1

[2]
A molecular structure, C7H10ClF5O10PS in a non-equilibrium geometry. Source: OMol25; level of theory: the ωB97M-V functional and the def2-TZVPD basis.

Element x y z (Å)
O1 6.144 -3.731 -0.191
C1 6.071 -2.942 0.715
O2 5.996 -2.976 1.903
O3 6.121 -1.416 0.242
P1 5.205 -0.878 -0.848
O4 4.992 -1.547 -2.120
O5 5.645 0.682 -1.067
Cl1 7.284 0.989 -0.885
O6 3.765 -0.630 -0.026
S1 2.635 0.315 -0.540
O7 2.628 0.512 -1.947
O8 2.542 1.469 0.291
C2 1.200 -0.743 -0.055
F1 1.432 -1.121 1.219
F2 0.094 0.007 -0.082
C3 0.999 -2.032 -0.897
F3 -0.195 -2.559 -0.580
F4 1.937 -2.917 -0.617
F5 0.990 -1.769 -2.196
C4 -5.625 2.270 -0.326
O9 -5.352 1.903 1.012
C5 -5.050 0.525 1.169
C6 -3.562 0.276 1.280
O10 -2.881 0.596 0.083
C7 -2.226 1.852 0.118
H1 -5.612 3.357 -0.376
H2 -4.874 1.875 -1.014
H3 -6.616 1.914 -0.631
H4 -5.467 -0.057 0.342
H5 -5.532 0.193 2.094
H6 -3.401 -0.790 1.470
H7 -3.146 0.836 2.124
H8 -1.323 1.797 0.732
H9 -2.878 2.639 0.505
H10 -1.938 2.101 -0.902

Total charge ... -1
E_HOMO ... -0.228 Eh
F_max ... 2.24 eV Å⁻¹
HOMO-LUMO gap ... 8.6 eV
E_LUMO ... 2.37 eV
2S+1 ... 1

[3]
A molecular structure, C7H10ClFI2N2O10S2 in a non-equilibrium geometry. Source: OMol25; level of theory: the ωB97M-V functional and the def2-TZVPD basis.

Element x y z (Å)
C1 0.822 -1.516 -0.127
C2 0.448 -1.409 -1.586
I1 2.045 -1.838 -2.831
C3 -0.761 -1.099 -2.060
I2 -1.088 -1.093 -4.121
C4 -1.888 -0.747 -1.090
S1 -1.693 0.958 -0.399
O1 -2.933 1.347 0.174
O2 -0.532 1.036 0.414
F1 -1.438 1.780 -1.686
O3 -1.931 -1.625 0.025
S2 -2.908 -2.893 -0.318
O4 -3.932 -2.883 0.655
O5 -2.129 -4.035 -0.575
O6 -3.451 -2.300 -1.696
C5 -3.378 -0.862 -1.507
Cl1 -4.070 0.112 -2.755
H1 0.815 -0.555 0.370
H2 1.829 -1.912 -0.047
H3 0.165 -2.232 0.361
H4 -3.992 -0.654 -0.635
C6 1.610 -0.045 4.105
N1 2.454 0.073 2.884
O7 2.837 1.180 2.563
O8 2.696 -0.951 2.285
H5 1.479 0.944 4.525
H6 0.663 -0.478 3.798
H7 2.128 -0.708 4.791
C7 2.030 3.250 -0.195
N2 2.659 3.153 -1.539
O9 3.178 4.145 -2.003
O10 2.603 2.070 -2.087
H8 2.148 4.264 0.168
H9 0.984 2.988 -0.310
H10 2.529 2.536 0.452

E_HOMO ... -0.338 Eh
F_max ... 1.79 eV Å⁻¹
Relative energy (zero: lowest compared OMol25 entry of this formula, charge and spin) ... 2.1 kcal/mol
HOMO-LUMO gap ... 9.0 eV
E_LUMO ... -0.25 eV
2S+1 ... 1

[4]
2 unconnected molecules or ions with the total composition C7H10ClFN2O4 in a non-equilibrium geometry. Source: OMol25; level of theory: the ωB97M-V functional and the def2-TZVPD basis.

Element x y z (Å)
C1 -1.393 0.019 1.607
C2 -0.730 2.838 1.342
C3 -0.558 1.920 0.164
C4 1.992 -0.249 -1.300
C5 1.295 -1.684 -1.319
C6 0.485 0.935 0.074
C7 -1.047 0.481 0.302
N1 -1.572 -0.231 2.682
N2 -1.669 -0.065 -0.891
O1 -1.646 0.572 -1.930
O2 -2.103 -1.191 -0.779
O3 1.108 0.783 -1.116
O4 0.784 -2.190 -0.175
F1 1.938 -2.443 0.774
Cl1 -1.712 -3.336 1.209
H1 0.222 3.030 1.829
H2 -1.425 2.394 2.102
H3 -1.157 3.754 1.017
H4 -0.587 -3.627 0.742
H5 -0.905 2.468 -0.645
H6 2.481 -0.231 -2.368
H7 2.891 -0.415 -0.634
H8 1.843 -2.443 -1.876
H9 0.364 -1.789 -1.794
H10 1.101 0.701 0.982

E_HOMO ... -0.381 Eh
F_max ... 4.80 eV Å⁻¹
Relative energy (zero: lowest compared OMol25 entry of this formula, charge and spin) ... 0.0 kcal/mol
HOMO-LUMO gap ... 10.0 eV
E_LUMO ... -0.35 eV
2S+1 ... 1
SMILES string ... C[C@H]1[C@H](OCCOF)[C@]1(C#N)[N+](=O)[O-].Cl

[5]
2 unconnected molecules or ions with the total composition C7H10ClN2O in a non-equilibrium geometry. Source: OMol25; level of theory: the ωB97M-V functional and the def2-TZVPD basis.

Element x y z (Å)
C1 2.304 -1.890 0.160
C2 1.847 -1.813 1.414
C3 1.702 -1.192 -0.921
C4 0.511 -0.455 -0.588
C5 -0.038 -0.637 0.689
C6 -2.034 2.936 -0.086
C7 -2.894 0.957 0.685
N1 0.660 -1.211 1.658
N2 2.311 -1.220 -2.176
O1 -2.601 2.145 0.975
Cl1 -0.234 0.457 -1.754
H1 3.228 -2.506 0.073
H2 2.485 -2.282 2.106
H3 -2.017 2.379 -1.089
H4 -1.252 3.518 0.390
H5 -2.813 3.818 -0.128
H6 -2.347 0.680 -0.192
H7 -3.547 0.432 1.402
H8 0.209 -1.083 2.561
H9 2.951 -1.962 -2.325
H10 1.570 -1.070 -2.852

Total charge ... +1
E_HOMO (spin up / spin down) ... -0.428 / -0.428 Eh
F_max ... 4.63 eV Å⁻¹
Relative energy (zero: lowest compared OMol25 entry of this formula, charge and spin) ... 64.5 kcal/mol
HOMO-LUMO gap (spin up / spin down) ... 6.7 / 6.7 eV
E_LUMO (spin up / spin down) ... -4.95 / -4.95 eV
2S+1 ... 1

[6]
2 unconnected molecules or ions with the total composition C7H10ClN2O3 in a non-equilibrium geometry. Source: OMol25; level of theory: the ωB97M-V functional and the def2-TZVPD basis.

Element x y z (Å)
C1 -1.420 -0.463 -1.844
C2 -1.756 0.551 -0.950
C3 0.453 0.131 -0.712
C4 1.052 -0.115 2.467
C5 0.702 -1.612 -2.529
C6 -0.107 -0.764 2.816
C7 -0.457 1.856 0.799
N1 -0.013 -0.645 -1.713
N2 -0.526 0.882 -0.259
O1 -2.830 1.112 -0.661
O2 1.784 0.405 -0.550
O3 -1.115 -0.324 3.340
Cl1 0.538 3.244 0.193
H1 -1.925 -1.033 -2.486
H2 -0.035 1.367 1.668
H3 1.244 0.756 2.917
H4 1.905 -0.686 2.018
H5 0.437 -2.661 -2.211
H6 0.336 -1.730 -3.569
H7 1.727 -1.287 -2.482
H8 -0.325 -1.815 2.406
H9 -1.518 2.031 0.967
H10 1.849 0.799 0.375

Total charge ... -1
E_HOMO ... -0.124 Eh
F_max ... 4.90 eV Å⁻¹
Relative energy (zero: lowest compared OMol25 entry of this formula, charge and spin) ... 0.0 kcal/mol
HOMO-LUMO gap ... 6.4 eV
E_LUMO ... 3.00 eV
2S+1 ... 1

Which value of 2S+1 does entry 6 give? 1